1.
DFT (ωB97M-V/def2-TZVPD) results for an isolated ion of composition C8H18N3O and charge +1.

Computed properties:
Charge: +1
Total energy, eV: -15096.346
Gap between HOMO and LUMO (spin up / spin down), eV: 8.3 / 8.3
Energy above the lowest of the compared OMol25 structures with the same formula, charge and spin, eV: 1.049

Geometry (Å):
C 1.708185 -2.357587 0.269966
C 1.620415 -0.825764 0.196925
C 0.202354 -0.263948 -0.148149
C -0.892566 -1.030193 0.538751
C -0.771666 -0.800074 2.027994
C -0.020773 -0.309278 -1.603194
O 0.848938 -1.004273 -2.370646
N -0.990512 0.229906 -2.305007
C -2.009086 1.050215 -1.770103
C -1.875939 2.129835 -0.896613
N -0.622256 2.706637 -0.621421
N -0.587231 3.883325 0.044201
H 2.715334 -2.645517 0.514613
H 1.038002 -3.008720 0.932374
H 1.724224 -2.871693 -0.783278
H 2.429296 -0.326891 -0.519899
H 1.780114 -0.512022 1.231759
H 0.111982 0.727794 0.269175
H -1.934013 -0.619966 0.331850
H -0.800763 -2.041909 0.242415
H -1.341922 -1.398662 2.701494
H -0.732021 0.198100 2.376353
H 0.277390 -1.109055 2.371855
H 1.514876 -1.566036 -1.879484
H -0.954237 0.206993 -3.263129
H -2.972573 0.734116 -1.975356
H -2.626250 2.561873 -0.412639
H 0.146282 2.735030 -1.432320
H -1.163490 4.595637 -0.335623
H 0.245208 4.173766 0.530736

Atomic forces in eV per Å
C 0.3 -2.1 -2.2
C 0.2 0.6 -0.1
C 0.7 -0.2 -0.1
C -2.4 1.4 1.1
C 3.5 -1.8 1.1
C 1.6 -1.1 -2.0
O -0.7 0.4 0.6
N 0.6 1.0 3.5
C 0.3 2.6 2.8
C 5.7 -3.1 -3.8
N 2.1 -1.2 -2.8
N -1.0 1.1 1.6
H 0.5 0.2 0.7
H 0.6 1.6 -0.9
H -0.7 0.7 1.5
H -1.5 -1.2 1.8
H 0.5 0.4 -0.4
H 0.2 0.7 -0.5
H 1.3 -0.7 -0.6
H -0.4 -1.2 0.0
H -1.1 -0.3 0.0
H -0.7 1.4 -0.2
H -1.1 0.1 -0.5
H -1.1 1.0 -0.2
H 0.3 -0.7 -2.9
H -1.7 -0.7 -0.5
H -3.4 1.6 1.8
H -2.6 -0.8 1.8
H 0.0 0.8 -0.4
H -0.1 -0.4 -0.2



2.
DFT (ωB97M-V/def2-TZVPD) results for C8H18N3S as an isolated structure.

Computed properties:
Charge: +1
Total energy, eV: -23885.460
Gap between HOMO and LUMO, eV: 9.1
Energy above the lowest of the compared OMol25 structures with the same formula, charge and spin, eV: 1.574

Geometry (Å):
C 0.598077 0.679187 1.345424
C 1.404030 -1.473276 1.784270
C 2.153086 -1.374931 0.449193
C 0.811806 0.613273 -0.106377
C 1.714873 1.661830 -0.701354
C -2.098709 -1.212828 -0.556789
C -2.617814 0.745809 0.783189
C -0.966838 0.909754 -0.987653
N 0.805059 -0.238736 2.187385
N -1.991683 0.222250 -0.412481
N 1.228171 -0.759377 -0.535179
S -0.596199 0.458483 -2.706060
H 0.209695 1.613149 1.728027
H 0.621099 -2.240918 1.743511
H 2.096477 -1.769690 2.575466
H 3.022033 -0.724237 0.566166
H 2.480729 -2.354138 0.100784
H 2.752411 1.512179 -0.396589
H 1.417215 2.649782 -0.362668
H 1.668738 1.640641 -1.790214
H -1.701218 -1.523007 -1.522249
H -1.597705 -1.748452 0.259475
H -3.152880 -1.488524 -0.527266
H -2.607486 1.832746 0.768884
H -3.651858 0.406269 0.808433
H -2.113032 0.393207 1.688986
H -1.047616 1.982400 -0.867274
H 1.647222 -0.694874 -1.470311
H 0.394189 -1.352599 -0.606005
H -0.881871 1.634628 -3.240723

Atomic forces in eV per Å
C 0.2 -0.3 0.0
C 0.2 -0.2 -0.4
C 0.3 -0.4 0.9
C -2.1 1.0 -1.5
C 0.2 -0.2 0.2
C -0.1 0.1 0.0
C 0.0 0.0 0.2
C 2.3 -0.5 0.6
N -0.3 0.3 0.6
N -0.4 -0.2 0.0
N 0.0 0.0 -0.1
S -0.1 -0.3 0.1
H -0.1 0.3 0.0
H 0.1 -0.1 0.0
H 0.0 -0.1 -0.2
H -0.1 0.0 -0.2
H 0.0 0.1 -0.1
H 0.1 0.1 0.0
H 0.0 0.1 0.1
H 0.0 0.0 0.0
H 0.0 -0.1 0.0
H 0.1 -0.1 0.1
H 0.0 -0.1 0.0
H 0.0 0.1 0.0
H 0.0 0.0 0.0
H -0.1 0.1 0.0
H 0.0 0.1 0.1
H -0.2 -0.1 0.2
H 0.2 0.1 -0.1
H 0.0 0.4 -0.1